ORCA calculation (ωB97M-V/def2-TZVPD) on an isolated molecule of C3H6N2O.

Gap between HOMO and LUMO (eV): 10.6
Relative energy (zero: lowest compared OMol25 entry of this formula, charge and spin) (eV): 1.581
E (eV): -8235.1180
LUMO energy (eV): 1.04
Structure (SMILES): C/N=C/N=C/O
Highest occupied orbital energy (eV): -9.6

Last columns: bonded neighbours and bond lengths (Å).
Cartesian coordinates (Å):
1 O 3.23 -0.30 1.05  C5 1.334, H12 0.977
2 N 1.08 -0.47 0.44  C4 1.392, C5 1.266
3 N -1.12 -0.69 -0.14  C4 1.263, C6 1.440
4 C -0.10 0.06 -0.06  N2 1.392, N3 1.263, H7 1.108
5 C 2.12 0.24 0.56  O1 1.334, N2 1.266, H8 1.096
6 C -2.33 -0.11 -0.66  N3 1.440, H9 1.095, H10 1.095, H11 1.102
7 H -0.12 1.13 -0.36  C4 1.108
8 H 2.25 1.30 0.32  C5 1.096
9 H -3.11 -0.20 0.10  C6 1.095
10 H -2.65 -0.68 -1.53  C6 1.095
11 H -2.23 0.95 -0.95  C6 1.102
12 H 2.98 -1.23 1.22  O1 0.977